No. 1
The following is a quantum chemistry calculation of a structure of composition C13H16Br2N2O2Rh, from the OMol25 dataset.

Calculated values
Total energy in hartree: -6022.45521
Lowest unoccupied orbital energy in eV: -13.024
Charge: +3
Gap between HOMO and LUMO in eV: 6.6
Spin multiplicity: 1
HOMO energy in eV: -19.582

CARTESIAN COORDINATES (ANGSTROEM)
Rh 0.131 0.144 -0.063
O 2.380 -0.198 5.507
C 1.761 -0.039 4.371
C 0.552 0.664 4.201
C -0.003 0.769 2.953
N 0.591 0.215 1.874
C 1.734 -0.464 2.061
Br 2.301 -1.160 0.374
C 2.374 -0.633 3.241
H 1.945 0.215 6.271
H 0.054 1.125 5.044
H -0.927 1.305 2.787
H 3.299 -1.186 3.342
C -3.956 3.962 -0.242
C -3.485 2.544 -0.113
C -4.372 1.471 -0.001
C -3.920 0.156 0.119
C -2.564 0.006 0.110
Br -1.552 -1.611 0.269
N -1.683 0.995 -0.001
C -2.121 2.258 -0.110
H -5.036 4.027 -0.140
H -3.681 4.367 -1.217
H -3.499 4.595 0.519
H -5.440 1.658 -0.004
H -4.595 -0.685 0.210
H -1.378 3.042 -0.185
C 1.272 2.024 -1.479
C 1.134 0.961 -2.547
O -0.028 0.163 -2.143
H 2.252 2.505 -1.520
H 1.325 1.629 -0.400
H 0.490 2.777 -1.511
H 2.011 0.319 -2.611
H 0.942 1.405 -3.522
H -0.115 -0.632 -2.692

No. 2
The following is a quantum chemistry calculation of a cluster of 2 separate species, C5H14O in total, from the OMol25 dataset.

Calculated values
SMILES: CC(C)O.CC
Total energy in hartree: -274.06870
Lowest unoccupied orbital energy in eV: 0.897
Gap between HOMO and LUMO in eV: 10.6
Spin multiplicity: 1
HOMO energy in eV: -9.666

CARTESIAN COORDINATES (ANGSTROEM)
C -0.353 1.801 1.523
C -0.927 0.842 0.483
C -2.106 1.551 -0.161
O 0.175 0.716 -0.414
H -0.676 1.453 2.582
H -0.702 2.794 1.556
H 0.718 1.907 1.686
H -1.166 -0.201 0.843
H -2.328 1.131 -1.156
H -3.045 1.437 0.418
H -2.075 2.667 -0.316
H 0.021 1.155 -1.266
C 0.872 -1.869 -0.519
C 2.255 -2.461 -0.922
H 0.191 -2.108 -1.364
H 0.332 -2.217 0.355
H 1.038 -0.732 -0.470
H 2.457 -2.166 -1.920
H 3.005 -2.165 -0.179
H 2.315 -3.535 -0.760

No. 3
The following is a quantum chemistry calculation of a cluster of 2 separate species, C9H14O in total, from the OMol25 dataset.

Calculated values
SMILES: Cc1ccc(O)cc1.CC
Total energy in hartree: -426.52533
Lowest unoccupied orbital energy in eV: 0.930
Gap between HOMO and LUMO in eV: 9.6
Spin multiplicity: 1
HOMO energy in eV: -8.658

CARTESIAN COORDINATES (ANGSTROEM)
C 0.190 2.595 -2.134
C -0.167 1.361 -1.347
C -1.464 1.334 -0.747
C -1.878 0.196 -0.091
C -1.203 -1.020 -0.316
O -1.447 -2.067 0.560
C -0.279 -1.076 -1.315
C 0.344 0.129 -1.711
H 0.682 3.458 -1.722
H -0.756 3.023 -2.530
H 0.718 2.344 -3.050
H -2.156 2.168 -0.717
H -2.763 0.201 0.541
H -0.597 -2.258 0.946
H 0.112 -2.021 -1.669
H 1.273 0.073 -2.254
C 1.390 -1.776 2.018
C 0.869 -0.344 2.387
H 0.928 -2.683 2.421
H 1.372 -1.922 0.935
H 2.420 -1.763 2.352
H 0.347 0.080 1.527
H 1.776 0.223 2.619
H 0.290 -0.256 3.297